[1]
{"formula": "C4H7NO", "method": "the ωB97M-V functional and the def2-TZVPD basis", "symbols": ["N", "C", "C", "C", "C", "O", "H", "H", "H", "H", "H", "H", "H"], "positions_angstrom": [[0.9512, -1.4236, 2.0453], [1.0786, -0.9786, 0.9844], [1.1844, -0.3513, -0.3384], [-0.1921, -0.0736, -0.9693], [-1.2166, 0.4464, 0.0402], [-0.7001, 1.5131, 0.8135], [1.7273, 0.5893, -0.2043], [1.7902, -0.9912, -0.9875], [-0.0434, 0.6662, -1.7633], [-0.5863, -0.9830, -1.4377], [-2.0918, 0.8268, -0.4962], [-1.5539, -0.3790, 0.6834], [-0.3473, 1.1384, 1.6298]], "forces_ev_per_angstrom": [[0.1, 0.4, -1.0], [-0.1, -0.4, 0.9], [0.1, 0.0, 0.0], [0.0, 0.0, -0.1], [-0.1, -0.2, -0.2], [0.1, 0.0, 0.2], [-0.1, -0.1, 0.0], [-0.1, 0.1, 0.1], [0.0, -0.1, 0.1], [0.0, 0.1, 0.1], [0.1, -0.1, 0.1], [0.1, 0.2, -0.1], [0.0, 0.1, -0.1]], "charge": 0, "e_homo_ev": -10.69}

[2]
{"formula": "H22O11", "method": "the ωB97M-V functional and the def2-TZVPD basis", "symbols": ["O", "H", "H", "O", "H", "H", "O", "H", "H", "O", "H", "H", "O", "H", "H", "O", "H", "H", "O", "H", "H", "O", "H", "H", "O", "H", "H", "O", "H", "H", "O", "H", "H"], "positions_angstrom": [[-0.0999, -0.0281, 0.3752], [0.6201, -0.5681, 0.4202], [0.0861, 0.8139, -0.3038], [-1.1779, -3.3541, 0.8362], [-1.6059, -4.0191, 0.4522], [-0.6419, -3.2401, -0.0368], [0.1681, 2.6969, -1.0548], [-0.1169, 3.5929, -1.4468], [1.0751, 2.5899, -1.0568], [-0.5839, 3.6229, 1.2272], [0.0521, 3.2949, 0.5102], [-0.6469, 2.9679, 1.9392], [0.3571, -2.6961, -1.3198], [0.8031, -3.5661, -1.3128], [1.1451, -2.1981, -1.6538], [-2.9159, -0.9581, 1.8512], [-2.2699, -1.2001, 1.2982], [-3.7509, -1.4391, 1.8652], [2.1041, -1.4811, 0.5752], [1.9541, -1.7751, 1.5382], [1.5261, -2.0741, 0.1192], [0.2431, 1.2719, 2.9232], [0.2481, 1.0489, 2.0222], [1.1021, 1.4179, 3.2402], [0.4111, 0.3219, -3.4478], [1.1251, 0.9669, -3.6948], [0.0471, 0.4799, -2.5848], [2.5541, 1.5169, -0.0068], [2.7841, 0.7299, -0.3948], [3.2271, 2.1269, -0.4318], [-2.5209, -0.3521, -1.2088], [-1.9839, -0.0131, -0.5678], [-3.3189, -0.4971, -0.6718]], "forces_ev_per_angstrom": [[-3.5, 6.1, -2.7], [3.5, -1.8, 0.0], [-0.5, -3.4, 2.8], [4.3, 3.9, -0.7], [-4.0, -4.9, -1.3], [-0.7, 1.2, 2.5], [-3.6, 1.8, -1.4], [0.8, -2.2, 0.8], [3.3, 0.0, -0.2], [0.9, 0.0, -0.8], [-1.6, 0.2, 2.0], [0.3, 0.1, -0.3], [2.4, -0.4, -0.7], [-0.7, -0.1, -0.1], [-1.3, 0.2, -0.1], [-4.2, 2.6, 4.0], [3.3, -2.4, -3.4], [0.9, -0.3, -0.6], [0.6, -0.4, 2.9], [0.6, 0.8, -2.0], [-0.7, -0.9, -0.6], [-2.1, 0.4, 1.9], [0.3, -0.8, -2.1], [1.8, 0.3, 0.3], [1.4, 0.1, -1.4], [-1.4, -0.8, 0.9], [-0.1, 0.6, 0.5], [0.6, 4.4, 0.1], [0.6, -3.6, -1.2], [-1.1, -0.7, 1.0], [-3.0, -1.4, -2.1], [2.9, 1.4, 2.6], [0.1, 0.0, -0.6]], "charge": 0, "e_homo_ev": -10.02}

[3]
{"formula": "C20H18AuClF9O3PS", "method": "the ωB97M-V functional and the def2-TZVPD basis", "symbols": ["Au", "F", "P", "F", "F", "F", "F", "F", "C", "S", "C", "H", "H", "H", "H", "H", "H", "F", "C", "F", "F", "C", "C", "C", "C", "C", "C", "C", "C", "H", "H", "H", "H", "C", "C", "C", "C", "Cl", "C", "C", "C", "O", "C", "C", "O", "O", "H", "H", "H", "H", "H", "H", "H", "H"], "positions_angstrom": [[0.4716, -0.0509, 0.3304], [-2.3113, -0.8843, 0.6089], [-1.8633, -2.0516, 1.6563], [-2.3239, -3.1561, 0.5926], [-0.3233, -2.0198, 0.8184], [-3.2626, -2.0275, 2.3784], [-1.2489, -3.1613, 2.5976], [-1.2621, -0.8903, 2.6081], [2.5237, 1.9129, -2.2169], [1.4950, 2.7624, -1.0114], [2.5972, 4.0426, -0.4027], [3.4223, 1.5422, -1.7299], [2.7590, 2.6578, -2.9765], [1.9156, 1.1138, -2.6467], [2.7246, 4.7609, -1.2107], [3.5497, 3.6040, -0.1154], [2.1063, 4.5197, 0.4426], [1.9714, 2.0183, 7.7922], [3.0370, 1.7332, 7.0289], [3.5369, 0.5660, 7.4596], [3.9596, 2.6783, 7.2479], [2.6463, 1.6485, 5.5731], [1.7234, 0.6824, 5.1949], [1.3428, 0.5757, 3.8705], [1.8856, 1.4520, 2.9301], [2.8198, 2.4167, 3.3155], [3.1987, 2.5153, 4.6411], [1.4912, 1.3747, 1.5487], [1.4502, 1.6998, 0.3274], [1.3068, 0.0122, 5.9349], [0.6275, -0.1715, 3.5575], [3.2546, 3.0795, 2.5787], [3.9218, 3.2557, 4.9511], [-1.5647, -2.1931, -5.2078], [-2.7114, -1.9706, -4.2646], [-3.9446, -1.6771, -4.7865], [-5.0876, -1.5226, -3.9816], [-6.5693, -1.1677, -4.7204], [-5.0276, -1.6757, -2.5832], [-3.8262, -1.9530, -2.0210], [-2.6445, -2.0826, -2.8256], [-1.5915, -2.2977, -2.0970], [-0.2204, -2.3282, -2.5416], [0.3200, -0.8999, -2.7425], [0.9859, -0.6670, -3.7413], [0.0525, -0.0579, -1.8184], [-1.8879, -1.9657, -6.2209], [-1.2493, -3.2379, -5.1948], [-0.6944, -1.5781, -4.9770], [-4.0570, -1.5759, -5.8574], [-5.9206, -1.5655, -1.9852], [-3.6958, -2.0699, -0.9551], [-0.1094, -2.9212, -3.4404], [0.3006, -2.8042, -1.7131]], "forces_ev_per_angstrom": [[0.0, 0.1, -0.2], [0.0, 0.0, 0.0], [-0.1, 0.1, 0.0], [0.0, 0.0, 0.0], [0.0, 0.0, 0.0], [0.0, 0.0, 0.0], [0.0, 0.0, 0.0], [0.0, 0.0, 0.0], [0.0, 0.0, 0.0], [0.0, 0.0, 0.0], [0.0, 0.0, 0.0], [0.0, 0.0, 0.0], [0.0, 0.0, 0.0], [0.0, 0.0, 0.0], [0.0, 0.0, 0.0], [0.0, 0.0, 0.0], [0.0, 0.0, 0.0], [0.0, 0.0, 0.0], [0.0, 0.0, 0.0], [0.0, 0.0, 0.0], [0.0, 0.0, 0.0], [0.0, 0.0, 0.0], [0.0, 0.0, 0.0], [0.0, 0.0, 0.0], [0.0, 0.0, 0.0], [0.0, 0.0, 0.0], [0.0, 0.0, 0.0], [0.2, 0.0, 0.0], [0.0, 0.0, 0.2], [0.0, 0.0, 0.0], [0.0, 0.0, 0.0], [0.0, 0.0, 0.0], [0.0, 0.0, 0.0], [0.0, 0.1, 0.0], [0.0, 0.0, 0.0], [0.0, 0.0, 0.0], [0.0, 0.0, 0.0], [0.0, 0.0, 0.0], [0.0, 0.0, 0.0], [0.0, 0.0, 0.0], [0.0, 0.1, 0.0], [0.0, -0.1, 0.0], [0.0, 0.0, 0.0], [0.2, 0.0, 0.1], [-0.1, 0.0, 0.0], [-0.3, -0.1, -0.1], [0.0, 0.0, 0.0], [0.0, 0.0, 0.0], [-0.1, 0.0, -0.1], [0.0, 0.0, 0.0], [0.0, 0.0, 0.0], [0.0, 0.0, 0.0], [0.0, 0.0, 0.1], [0.0, 0.0, 0.0]], "spin_multiplicity": 2, "charge": 1, "e_homo_ev": [-12.26, -12.31], "s2": 0.772}

Calculated total energy: -7798.60147, -22877.47126, -87966.88947 (eV)
Energy above the lowest of the compared OMol25 structures with the same formula, charge and spin: 1.0429, 4.0426, 0.8330 (eV)